(1)
{
  "formula": "C25H28N4O5SSm",
  "method": "the ωB97M-V functional and the def2-TZVPD basis",
  "species": ["Sm", "C", "C", "C", "C", "C", "C", "H", "H", "H", "H", "H", "H", "C", "C", "N", "C", "S", "N", "N", "C", "C", "C", "C", "C", "C", "C", "N", "H", "H", "H", "H", "H", "H", "H", "H", "H", "H", "H", "H", "H", "O", "C", "C", "O", "C", "C", "O", "C", "O", "O", "C", "C", "C", "C", "H", "H", "H", "H", "H", "H", "H", "H", "H"],
  "positions_angstrom": [[0.16569, 0.40856, 0.74634], [3.41088, -0.77526, 1.73159], [3.25830, -0.49996, 0.37940], [2.40463, -1.28507, -0.40051], [1.70991, -2.34454, 0.18244], [1.87766, -2.61494, 1.53691], [2.72481, -1.83453, 2.30844], [4.06935, -0.16658, 2.33266], [3.81777, 0.30300, -0.08368], [2.33945, -1.11208, -1.46935], [1.08917, -2.98895, -0.42974], [1.35622, -3.44636, 1.98891], [2.84606, -2.04333, 3.35918], [-1.75193, 4.94154, -0.54778], [-0.98999, 4.80827, -1.86576], [0.23472, 4.04260, -1.75593], [0.14635, 2.74202, -1.32024], [1.67730, 2.10352, -0.70561], [-0.97092, 2.12961, -1.46392], [-1.11802, 0.83158, -1.01907], [-2.27917, 0.24877, -1.32673], [-3.23895, 0.92899, -2.26744], [-2.55450, -1.00701, -0.78260], [-3.47958, -1.89930, -1.34838], [-3.48328, -3.22975, -1.04022], [-2.47387, -3.70148, -0.14966], [-1.65751, -2.84811, 0.48962], [-1.76332, -1.41688, 0.39634], [-2.62036, 5.58253, -0.68097], [-1.11025, 5.36582, 0.21996], [-2.08280, 3.96227, -0.20990], [-0.72471, 5.79496, -2.25483], [-1.61254, 4.29283, -2.60124], [1.02976, 4.52095, -1.35410], [-3.23685, 1.98822, -2.02198], [-4.24687, 0.53513, -2.16697], [-2.90070, 0.82239, -3.29755], [-4.13901, -1.52911, -2.12074], [-4.15391, -3.92194, -1.52638], [-2.32202, -4.76796, -0.04093], [-0.88524, -3.19197, 1.16741], [-0.69457, 2.92148, 6.34131], [-0.46912, 2.44675, 5.24238], [0.13231, 1.09317, 4.96203], [0.54134, 0.29514, 5.80120], [0.11180, 0.94070, 3.51311], [-0.48868, 2.07787, 2.90951], [-0.70863, 2.15489, 1.64472], [-0.76788, 3.09931, 3.91738], [-1.14756, 4.24993, 3.73830], [0.54885, -0.06014, 2.81358], [-4.63220, -0.02622, 2.34923], [-3.84595, -1.25562, 1.90276], [-3.95626, -2.35887, 2.95400], [-2.37414, -0.85962, 1.64856], [-5.66730, -0.28658, 2.55322], [-4.61205, 0.74078, 1.58053], [-4.19773, 0.39077, 3.25412], [-4.27191, -1.61984, 0.96348], [-3.51495, -2.03101, 3.89438], [-3.44443, -3.26109, 2.62622], [-5.00170, -2.60458, 3.13546], [-1.75878, -1.20371, 2.49429], [-2.32547, 0.24206, 1.57641]],
  "mulliken_charge": [0.2236, -0.3586, -0.4583, -0.5222, -0.3961, -0.2148, -0.4367, 0.4131, 0.4947, 0.3353, 0.3644, 0.4631, 0.4069, -0.8463, -0.5129, -0.2486, 0.4513, -0.6418, -0.6825, 0.2901, 0.0642, -1.5287, 0.6515, -0.7969, -0.9912, -0.7382, -0.5770, 1.1479, 0.4132, 0.3038, 0.0669, 0.4008, 0.2352, 0.2857, 0.3079, 0.5220, 0.2153, 0.3391, 0.3810, 0.4174, 0.4083, -0.6260, 0.4481, -0.1707, -0.6950, 0.8444, 0.8978, -0.1034, -0.3999, -0.6619, -0.4103, -1.7068, 0.9803, -1.6818, -0.7182, 0.4960, 0.3495, 0.3361, -0.1105, 0.3599, 0.3496, 0.4619, 0.9655, 0.1437],
  "multiplicity": 6,
  "orbital_gap_ha": [0.220, 0.221],
  "charge": -1
}

=====

(2)
{
  "formula": "C25H28O9",
  "method": "the ωB97M-V functional and the def2-TZVPD basis",
  "species": ["O", "C", "C", "C", "C", "O", "C", "C", "H", "H", "H", "H", "H", "H", "O", "C", "C", "C", "C", "O", "C", "C", "H", "H", "H", "H", "H", "H", "O", "C", "C", "C", "C", "O", "C", "C", "H", "H", "H", "H", "H", "H", "O", "C", "C", "C", "C", "O", "C", "C", "H", "H", "H", "H", "H", "H", "C", "O", "H", "H", "H", "H"],
  "positions_angstrom": [[-3.16974, 0.90171, 5.84605], [-3.06074, 1.30371, 4.53105], [-2.51174, 2.63771, 4.30405], [-2.31374, 3.04071, 2.94605], [-2.69874, 2.17171, 1.82405], [-2.50374, 2.47771, 0.52505], [-2.99874, 0.88571, 2.05505], [-3.27574, 0.42671, 3.35805], [-3.62874, 0.21871, 5.95605], [-2.23174, 3.31471, 5.26205], [-1.73874, 4.03971, 3.04505], [-2.04974, 3.38571, 0.54705], [-3.06474, 0.54971, 0.98905], [-3.43174, -0.57129, 3.51505], [0.25626, -4.67129, -0.65195], [-0.56174, -4.43029, 0.36305], [-0.16074, -3.57329, 1.38005], [-1.03474, -3.50929, 2.55605], [-2.15074, -4.27529, 2.65605], [-2.91174, -3.92129, 3.77605], [-2.55174, -5.07729, 1.55105], [-1.84374, -4.98229, 0.47505], [1.01026, -4.23929, -0.54495], [0.91226, -3.15329, 1.27805], [-0.70574, -3.02229, 3.42505], [-3.37874, -4.82629, 3.88205], [-3.34374, -5.74929, 1.47205], [-2.12674, -5.55929, -0.12595], [5.84526, 2.12271, 0.98705], [5.00426, 1.09071, 0.60605], [3.77726, 0.81871, 1.25005], [3.05226, -0.31929, 0.99405], [3.41826, -1.17629, -0.02995], [2.69326, -2.31729, -0.23895], [4.58626, -0.90129, -0.76195], [5.37526, 0.29571, -0.41095], [5.72526, 2.45071, 1.89205], [3.52926, 1.52671, 2.10405], [2.14226, -0.64829, 1.60705], [3.44726, -2.94029, -0.72895], [5.17726, -1.34029, -1.56695], [6.42526, 0.46071, -0.79895], [0.73426, 2.48271, -2.05695], [0.35226, 2.67571, -3.33595], [0.14226, 1.70171, -4.23595], [-0.24074, 2.03171, -5.49395], [-0.41774, 3.39471, -5.92295], [-0.81674, 3.67371, -7.18795], [-0.09074, 4.39971, -5.05395], [0.35526, 4.07171, -3.77295], [0.75826, 1.65271, -1.78395], [0.20126, 0.68071, -4.18195], [-0.55974, 1.18271, -6.02295], [-1.31774, 2.81371, -7.51595], [0.09026, 5.35071, -5.18595], [0.57426, 4.97071, -3.12295], [-0.79074, -0.61729, -1.03295], [0.60926, -0.38629, -1.28095], [-1.29974, -0.29329, -1.96595], [-1.07274, 0.00171, -0.09795], [-1.13374, -1.62429, -1.04995], [0.99426, -1.07929, -0.79695]],
  "mulliken_charge": [-0.4593, 0.5622, -0.5578, -0.2698, 0.6450, -0.4655, -0.2397, -1.0158, 0.2517, 0.2311, 0.1544, 0.3161, 0.3953, 0.4819, -0.5314, 0.5439, 0.2547, -0.7261, 0.4243, -0.4815, -0.5867, -1.2338, 0.2747, 0.0813, 0.5512, 0.3217, 0.3948, 0.7437, -0.5606, 0.5673, -0.5823, 0.1066, 0.5141, -0.4360, -0.8896, -0.4175, 0.3067, 0.1720, 0.2783, 0.3532, 0.2785, 0.2943, -0.4558, 0.2118, -0.2617, -0.4793, 0.4669, -0.5762, -0.5309, -0.5652, 0.2684, 0.5777, 0.2434, 0.3186, 0.5209, 0.2870, -0.7915, -0.4350, 0.2799, 0.3005, 0.3941, 0.1810],
  "multiplicity": 1,
  "relative_energy_kj_mol": 0.0,
  "orbital_gap_ha": 0.282,
  "charge": 0,
  "smiles": "Oc1ccc(O)cc1.Oc1ccc(O)cc1.Oc1ccc(O)cc1.Oc1ccc(O)cc1.CO"
}

=====

(3)
{
  "formula": "C25H29B2F4N4O4Ti",
  "method": "the ωB97M-V functional and the def2-TZVPD basis",
  "species": ["Ti", "C", "C", "N", "O", "B", "F", "F", "O", "N", "C", "C", "C", "N", "O", "B", "F", "F", "O", "N", "C", "C", "C", "H", "H", "H", "H", "H", "H", "H", "H", "H", "H", "H", "H", "C", "C", "C", "C", "C", "C", "C", "C", "C", "H", "H", "H", "H", "H", "H", "H", "H", "H", "H", "H", "H", "C", "C", "C", "C", "C", "C", "C", "C", "H", "H", "H", "H", "H"],
  "positions_angstrom": [[-0.14224, 1.70230, 0.27701], [2.07541, 4.68148, -2.17548], [1.61275, 3.66750, -1.19690], [0.77541, 2.71558, -1.41066], [0.14917, 2.80692, -2.63535], [-1.11470, 2.26103, -2.80367], [-1.84319, 2.83562, -3.73895], [-1.41991, 2.99523, -0.23533], [-1.62363, 1.09926, -2.28039], [-0.78400, 0.42431, -1.39164], [-0.61454, -0.80577, -1.70593], [-1.33011, -1.40495, -2.87352], [1.47248, -1.06896, -0.15135], [1.40408, 0.14478, 0.24248], [2.60411, 0.62193, 0.73889], [2.53362, 1.17043, 2.09818], [3.76132, 1.68940, 2.39418], [2.02162, 0.28883, 3.01410], [1.46614, 2.36669, 2.09278], [1.29073, 2.91110, 0.87475], [2.11356, 3.62428, 0.21296], [3.31773, 4.31326, 0.73351], [2.69203, -1.89501, 0.08979], [1.33523, 4.85764, -2.94911], [2.99188, 4.31736, -2.64881], [2.31414, 5.61256, -1.66396], [-2.35326, -1.04192, -2.92710], [-1.31300, -2.48839, -2.81785], [-0.82460, -1.10322, -3.79439], [3.79986, 3.70918, 1.49851], [3.00569, 5.26017, 1.18162], [4.02776, 4.52786, -0.06252], [3.48751, -1.58034, -0.58937], [3.05246, -1.73336, 1.10343], [2.48419, -2.94783, -0.08081], [-1.99382, -2.04220, 1.20361], [-1.98130, -0.58979, 1.58332], [-1.10904, -0.12843, 2.56497], [-1.21130, 1.17432, 3.05814], [-0.42797, 1.61758, 4.25988], [-2.14569, 2.03331, 2.47460], [-3.01760, 1.60584, 1.47162], [-4.05146, 2.52559, 0.89511], [-2.91957, 0.28742, 1.03996], [-1.04588, -2.51723, 1.45613], [-2.19486, -2.18916, 0.13972], [-2.78233, -2.56243, 1.75130], [-0.37902, -0.79935, 3.00333], [-1.09086, 1.63428, 5.12775], [-0.03127, 2.62249, 4.12972], [0.39810, 0.94610, 4.47011], [-2.18122, 3.06153, 2.81734], [-5.03669, 2.29383, 1.30587], [-4.10466, 2.41796, -0.18711], [-3.82237, 3.56458, 1.12061], [-3.60037, -0.07187, 0.27380], [0.35571, -1.64361, -0.95084], [0.34333, -2.94245, -1.17220], [0.25372, -4.28417, -1.40266], [-0.51479, -5.10791, -0.52745], [-0.59767, -6.46039, -0.76167], [0.06633, -7.03612, -1.84546], [0.82467, -6.24264, -2.70533], [0.92845, -4.88618, -2.50211], [-1.02756, -4.66345, 0.31232], [-1.18169, -7.08050, -0.09464], [-0.00680, -8.10126, -2.01885], [1.33905, -6.69784, -3.54128], [1.52073, -4.27278, -3.16872]],
  "mulliken_charge": [-0.2412, -1.5814, 0.3632, 0.8352, -0.4550, 0.7907, -0.1780, -0.4968, -0.6873, 0.7181, -0.0353, -1.6674, -0.1042, 1.1893, -0.6046, 0.5717, -0.3030, -0.3152, -0.4639, 0.4444, 0.7311, -1.6350, -1.5352, 0.4416, 0.3277, 0.4323, 0.4055, 0.4209, 0.3241, 0.3495, 0.3580, 0.4248, 0.2836, 0.3366, 0.3619, -1.8638, 1.3178, -0.4362, 0.6501, -1.7473, -0.6982, 0.8635, -1.9312, -0.5505, 0.4076, 0.3541, 0.6047, 0.3095, 0.5000, 0.2940, 0.3238, 0.3628, 0.4217, 0.3220, 0.3931, 0.4308, 1.2702, -0.0811, 0.4486, -0.5128, -0.6801, -0.4909, -0.5973, -0.5602, 0.3510, 0.4351, 0.4101, 0.4083, 0.4641],
  "multiplicity": 3,
  "relative_energy_kj_mol": 0.0,
  "orbital_gap_ha": [0.254, 0.292],
  "charge": 1
}

=====

(4)
{
  "formula": "C25H29BI2N4OSSiTc",
  "method": "the ωB97M-V functional and the def2-TZVPD basis",
  "species": ["Tc", "I", "C", "C", "C", "I", "C", "C", "C", "C", "N", "C", "C", "O", "H", "H", "H", "H", "C", "Si", "C", "C", "C", "C", "C", "C", "N", "C", "S", "H", "H", "H", "H", "H", "H", "H", "H", "H", "H", "H", "H", "N", "H", "H", "H", "B", "C", "N", "H", "H", "H", "C", "C", "C", "C", "C", "C", "C", "H", "H", "H", "H", "H", "H", "H"],
  "positions_angstrom": [[-0.29830, 0.27090, 0.28490], [-0.15410, 0.44400, -4.85310], [-1.82670, 0.25480, -3.59370], [-3.10570, 0.06380, -4.08130], [-4.17190, -0.05270, -3.20830], [-6.08930, -0.35410, -4.04620], [-4.00590, 0.01950, -1.81130], [-5.01880, -0.07970, -0.83700], [-4.66700, -0.00660, 0.50200], [-3.34810, 0.17470, 0.87460], [-2.35720, 0.29000, -0.02050], [-2.68540, 0.21450, -1.34110], [-1.57570, 0.32790, -2.21970], [-0.39550, 0.47340, -1.70140], [-3.27230, -0.00050, -5.14560], [-6.04910, -0.21170, -1.12350], [-5.42260, -0.06100, 1.26950], [-3.05100, 0.23180, 1.91240], [0.01320, -5.20150, 1.63170], [-0.01710, -4.39100, 3.34790], [-1.57450, -4.94250, 4.30670], [1.57440, -4.87350, 4.28830], [-0.08890, -2.48730, 3.32400], [-0.05820, -1.81490, 4.53800], [-0.14500, -0.42940, 4.59330], [-0.27810, 0.27730, 3.41750], [-0.29400, -0.33060, 2.22870], [-0.19410, -1.68730, 2.18870], [-0.18330, -2.19340, 0.54150], [0.04050, -6.28320, 1.72250], [0.88360, -4.88950, 1.06360], [-0.86450, -4.93400, 1.05240], [-1.58790, -6.02140, 4.43370], [-2.48200, -4.66440, 3.77790], [-1.62690, -4.49760, 5.29630], [1.62770, -5.95000, 4.42070], [1.62760, -4.42370, 5.27490], [2.46340, -4.56860, 3.74450], [0.03780, -2.38250, 5.44950], [-0.10860, 0.09000, 5.53650], [-0.36500, 1.35410, 3.40670], [-0.37840, 2.74410, 0.26860], [-0.10250, 3.04990, -0.65660], [0.33330, 3.05870, 0.92840], [-1.25780, 3.18800, 0.50110], [2.34600, 2.33440, 2.27840], [2.02540, 1.26800, 1.23800], [1.86870, 0.40400, 0.40670], [2.64340, 1.77730, 3.29140], [3.26470, 2.92970, 1.79540], [1.42950, 3.08960, 2.47630], [2.70320, -0.36890, -0.48740], [4.17080, -0.15960, -0.24320], [4.88650, 0.74790, -1.01220], [6.24880, 0.89830, -0.82710], [6.90740, 0.15220, 0.13570], [6.18890, -0.72200, 0.93380], [4.82700, -0.87390, 0.75020], [2.42820, -1.41880, -0.35210], [2.43840, -0.08060, -1.50850], [4.37500, 1.32990, -1.76370], [6.79400, 1.59390, -1.44570], [7.97420, 0.25470, 0.26430], [6.69130, -1.29570, 1.69650], [4.26550, -1.55620, 1.37240]],
  "mulliken_charge": [0.2942, 0.0335, -0.5804, -0.3680, -0.0841, 0.0427, 0.3902, -0.6668, -1.0264, -0.3876, 0.1432, 0.1526, 1.0389, -0.6741, 0.3702, 0.2366, 0.4080, 0.4914, -1.0631, 0.1813, -1.1292, -1.0739, 0.4884, -0.0788, -1.3123, -0.4167, 0.1761, 0.6000, -0.5309, 0.3560, 0.3199, 0.3301, 0.3365, 0.3442, 0.3470, 0.3426, 0.3465, 0.3177, 0.3685, 0.4000, 0.5363, -0.4982, 0.2647, 0.1983, 0.2307, 0.6421, -0.2517, 0.2207, -0.0969, -0.1381, -0.1992, -1.0653, 0.0440, -0.2471, -0.6301, -0.4149, -0.6575, -0.2131, 0.3857, 0.3354, 0.3952, 0.3796, 0.3860, 0.3881, 0.5416],
  "multiplicity": 4,
  "relative_energy_kj_mol": 65.8,
  "orbital_gap_ha": [0.180, 0.234],
  "charge": 0
}